# C26H18N4O2Pd

A structure of composition C26H18N4O2Pd (the ωB97M-V functional and the def2-TZVPD basis, the OMol25 dataset).

Positions of all 51 atoms, in Å:
1 Pd 0.126 0.962 0.390
2 O 1.179 2.580 -0.019
3 C 0.649 3.693 -0.448
4 C 1.534 4.762 -0.727
5 C 1.085 5.975 -1.182
6 C -0.281 6.205 -1.389
7 C -1.161 5.187 -1.126
8 C -0.738 3.927 -0.658
9 C -1.773 2.952 -0.425
10 N -1.590 1.756 -0.005
11 N -2.695 0.931 0.166
12 C -2.313 -0.239 0.597
13 O -1.087 -0.577 0.835
14 C -3.356 -1.277 0.819
15 C -2.978 -2.539 1.264
16 C -3.936 -3.521 1.473
17 C -5.276 -3.247 1.240
18 C -5.656 -1.987 0.795
19 C -4.702 -1.005 0.585
20 H 2.589 4.578 -0.569
21 H 1.800 6.763 -1.383
22 H -0.634 7.161 -1.749
23 H -2.223 5.340 -1.278
24 H -2.804 3.238 -0.622
25 H -1.930 -2.736 1.442
26 H -3.635 -4.501 1.821
27 H -6.023 -4.012 1.405
28 H -6.701 -1.769 0.613
29 H -4.984 -0.020 0.240
30 C 3.669 0.184 2.629
31 C 2.517 0.665 2.005
32 N 1.944 0.061 0.979
33 C 2.504 -1.063 0.472
34 C 3.639 -1.635 1.072
35 C 4.219 -0.981 2.169
36 C 4.182 -2.866 0.570
37 C 3.623 -3.486 -0.485
38 C 2.496 -2.907 -1.156
39 C 1.918 -3.508 -2.288
40 C 0.870 -2.891 -2.916
41 C 0.424 -1.660 -2.412
42 N 0.942 -1.080 -1.356
43 C 1.946 -1.693 -0.711
44 H 4.090 0.725 3.465
45 H 2.038 1.572 2.348
46 H 5.099 -1.407 2.634
47 H 5.046 -3.285 1.070
48 H 4.023 -4.421 -0.857
49 H 2.313 -4.450 -2.649
50 H 0.399 -3.324 -3.787
51 H -0.388 -1.130 -2.899

## Properties
- total charge = 0
- electronic energy (a.u.) = -1499.0227
- orbital gap (eV) = 6.910
- LUMO (eV) = -0.39

Atom charges from the Löwdin analysis, given in e for atoms 1 to 6: 1.052 -0.209 -0.346 -0.026 -0.092 -0.109

***

# C26H18N4O2V

A structure of composition C26H18N4O2V (the ωB97M-V functional and the def2-TZVPD basis, the OMol25 dataset).

Positions of all 51 atoms, in Å:
1 V 0.029 0.699 -0.301
2 O -0.967 1.597 -1.231
3 C -2.010 2.367 -1.266
4 C -2.417 3.071 -2.404
5 C -3.559 3.844 -2.371
6 C -4.327 3.923 -1.210
7 C -3.923 3.272 -0.067
8 C -2.750 2.503 -0.049
9 C -2.235 1.942 1.152
10 N -1.145 1.215 1.207
11 N -0.693 0.851 2.404
12 C 0.499 0.300 2.297
13 O 0.983 0.207 1.105
14 C 1.220 -0.115 3.497
15 C 0.535 -0.283 4.704
16 C 1.229 -0.610 5.851
17 C 2.609 -0.758 5.812
18 C 3.296 -0.589 4.619
19 C 2.607 -0.283 3.461
20 H -1.815 2.996 -3.298
21 H -3.864 4.387 -3.251
22 H -5.230 4.512 -1.204
23 H -4.502 3.353 0.838
24 H -2.729 2.182 2.093
25 H -0.533 -0.140 4.716
26 H 0.701 -0.727 6.786
27 H 3.149 -0.998 6.715
28 H 4.373 -0.672 4.601
29 H 3.132 -0.139 2.528
30 C 3.431 0.425 -3.019
31 C 2.586 0.890 -2.004
32 N 1.564 0.195 -1.556
33 C 1.321 -1.020 -2.093
34 C 2.133 -1.590 -3.103
35 C 3.211 -0.823 -3.567
36 C 1.801 -2.885 -3.594
37 C 0.721 -3.554 -3.120
38 C -0.133 -2.992 -2.124
39 C -1.273 -3.634 -1.615
40 C -2.030 -2.978 -0.660
41 C -1.655 -1.719 -0.211
42 N -0.571 -1.086 -0.667
43 C 0.179 -1.713 -1.613
44 H 4.241 1.045 -3.368
45 H 2.750 1.864 -1.548
46 H 3.851 -1.207 -4.348
47 H 2.430 -3.318 -4.358
48 H 0.483 -4.536 -3.497
49 H -1.544 -4.621 -1.956
50 H -2.915 -3.443 -0.255
51 H -2.244 -1.207 0.544

## Properties
- total charge = +1
- electronic energy (a.u.) = -2314.9729
- 2S+1 = 3
- orbital gap (alpha / beta) (eV) = 6.136 / 6.538
- LUMO (alpha / beta) (eV) = -3.92 / -3.98

Atom charges from the Löwdin analysis, given in e for atoms 1 to 6: 0.967 -0.154 -0.285 0.003 -0.058 -0.074

***

# C26H19BF4GeNO4Re

A structure of composition C26H19BF4GeNO4Re (the ωB97M-V functional and the def2-TZVPD basis, the OMol25 dataset).

Positions of all 57 atoms, in Å:
1 Re 0.267 -0.808 -0.172
2 O 2.728 1.976 -2.081
3 C 1.816 1.309 -1.474
4 O 1.860 0.066 -1.305
5 C 0.689 2.065 -0.921
6 C 0.473 3.420 -0.972
7 C -0.632 3.931 -0.279
8 C -1.433 3.073 0.462
9 C -1.145 1.720 0.438
10 N -0.133 1.238 -0.270
11 C -1.827 0.649 1.243
12 O -2.771 0.850 1.921
13 O -1.168 -0.538 1.111
14 H 3.461 1.418 -2.409
15 H 1.148 4.059 -1.525
16 H -0.837 4.993 -0.300
17 H -2.262 3.423 1.065
18 F 1.247 -2.351 0.119
19 B 2.141 -1.204 2.427
20 F 3.390 -1.484 2.583
21 F 1.150 -1.806 3.014
22 F 1.802 -0.164 1.564
23 C -0.807 -1.321 -1.474
24 Ge -1.945 -2.398 -2.698
25 C -0.670 -2.728 -4.129
26 C -1.039 -2.538 -5.457
27 C -0.106 -2.783 -6.459
28 C 1.169 -3.225 -6.132
29 C 1.535 -3.406 -4.802
30 C 0.614 -3.162 -3.793
31 C -3.589 -1.552 -3.207
32 C -4.777 -2.256 -3.033
33 C -5.978 -1.676 -3.420
34 C -5.990 -0.408 -3.982
35 C -4.805 0.296 -4.153
36 C -3.601 -0.273 -3.766
37 C -2.106 -4.057 -1.691
38 C -1.891 -4.142 -0.316
39 C -2.095 -5.350 0.339
40 C -2.484 -6.469 -0.383
41 C -2.710 -6.381 -1.750
42 C -2.512 -5.176 -2.413
43 H -2.036 -2.203 -5.719
44 H -0.382 -2.630 -7.494
45 H 1.877 -3.447 -6.918
46 H 2.528 -3.756 -4.552
47 H 0.893 -3.330 -2.756
48 H -4.770 -3.247 -2.592
49 H -6.905 -2.217 -3.281
50 H -6.927 0.029 -4.303
51 H -4.820 1.282 -4.602
52 H -2.672 0.267 -3.921
53 H -1.587 -3.273 0.261
54 H -1.952 -5.412 1.410
55 H -2.592 -7.421 0.119
56 H -3.029 -7.250 -2.309
57 H -2.671 -5.119 -3.484

## Properties
- total charge = +2
- electronic energy (a.u.) = -3937.0156
- orbital gap (eV) = 4.930
- LUMO (eV) = -9.04

Atom charges from the Löwdin analysis, given in e for atoms 1 to 6: 1.735 0.269 -0.374 0.004 -0.143 0.093

***

# C26H19IKN

A structure of composition C26H19IKN (the ωB97M-V functional and the def2-TZVPD basis, the OMol25 dataset).

Positions of all 48 atoms, in Å:
1 K 0.930 -0.856 1.668
2 I -1.828 -7.200 0.239
3 C -1.938 -5.175 0.782
4 C -3.169 -4.563 0.961
5 C -3.178 -3.224 1.312
6 C -1.976 -2.554 1.476
7 N -0.793 -3.159 1.301
8 C -0.779 -4.443 0.954
9 H -4.089 -5.116 0.822
10 H -4.112 -2.694 1.445
11 H -1.932 -1.484 1.726
12 H 0.197 -4.894 0.809
13 C -1.328 0.618 1.843
14 C -1.341 1.274 0.796
15 C -1.407 2.003 -0.437
16 C -0.769 3.290 -0.483
17 C -0.408 3.987 -1.669
18 C 0.229 5.216 -1.638
19 C 0.558 5.838 -0.439
20 C 0.254 5.159 0.742
21 C -0.375 3.932 0.726
22 C -2.130 1.394 -1.517
23 C -2.475 0.011 -1.455
24 C -3.184 -0.626 -2.450
25 C -3.632 0.060 -3.581
26 C -3.357 1.423 -3.648
27 C -2.637 2.073 -2.661
28 H -0.576 3.530 -2.632
29 H 0.491 5.688 -2.582
30 H 1.055 6.802 -0.423
31 H 0.518 5.598 1.700
32 H -0.587 3.417 1.655
33 H -2.159 -0.540 -0.577
34 H -3.395 -1.687 -2.344
35 H -4.189 -0.443 -4.363
36 H -3.726 2.007 -4.488
37 H -2.514 3.141 -2.749
38 C 6.614 -1.579 1.719
39 C 5.859 -0.416 1.637
40 C 4.465 -0.483 1.669
41 C 3.725 -1.676 1.782
42 C 4.550 -2.817 1.861
43 C 5.942 -2.791 1.831
44 H 7.699 -1.542 1.693
45 H 6.356 0.547 1.546
46 H 3.945 0.475 1.597
47 H 4.086 -3.802 1.951
48 H 6.509 -3.718 1.894

## Properties
- total charge = -2
- electronic energy (a.u.) = -1954.4118
- orbital gap (eV) = 2.615
- LUMO (eV) = 3.19

Atom charges from the Löwdin analysis, given in e for atoms 1 to 6: 0.649 0.789 -0.724 -0.153 -0.049 -0.137